{"formula": "C16H25S", "method": "ωB97M-V with the def2-TZVPD basis set", "charge": 1, "gap_ev": 8.007, "relative_energy_ev": 0.000, "e_homo_ev": -12.04, "symbols": ["C", "C", "C", "S", "C", "C", "H", "H", "H", "H", "H", "H", "H", "H", "H", "H", "C", "C", "C", "C", "C", "C", "C", "C", "C", "C", "C", "H", "H", "H", "H", "H", "H", "H", "H", "H", "H", "H", "H", "H", "H", "H"], "positions_angstrom": [[4.2852, 0.7106, -0.3925], [3.2159, 0.3570, -1.4239], [2.4681, -0.9293, -1.1655], [1.6612, -0.9977, 0.4548], [3.1076, -0.5971, 1.4773], [3.8577, 0.6467, 1.0681], [5.1440, 0.0386, -0.5400], [4.6479, 1.7214, -0.6077], [2.4905, 1.1720, -1.4541], [3.6651, 0.2868, -2.4211], [1.6475, -1.0660, -1.8865], [3.1309, -1.7973, -1.2169], [2.7362, -0.5004, 2.5081], [3.7619, -1.4742, 1.4328], [4.7412, 0.7268, 1.7090], [3.2304, 1.5101, 1.2857], [0.0511, 0.5379, 2.3134], [0.0026, 0.4678, 0.7941], [-1.3236, 0.2420, 0.1572], [-2.0032, 1.1236, -0.7551], [-1.6130, 2.5568, -1.0121], [-3.1415, 0.6584, -1.4211], [-3.7142, -0.5844, -1.1547], [-4.8896, -1.0899, -1.9181], [-3.1307, -1.3778, -0.1776], [-1.9773, -0.9710, 0.4943], [-1.4620, -1.8749, 1.5802], [0.7852, 1.2828, 2.6907], [-0.9415, 0.8303, 2.7367], [0.2807, -0.4623, 2.7020], [0.7113, 1.0748, 0.2261], [-2.3217, 2.9621, -1.7504], [-1.7065, 3.1968, -0.1224], [-0.6076, 2.6665, -1.4395], [-3.6267, 1.3303, -2.1320], [-5.1234, -2.0903, -1.5567], [-5.7518, -0.4370, -1.7555], [-4.6899, -1.1368, -2.9967], [-3.5806, -2.3393, 0.0931], [-2.0161, -2.8208, 1.5500], [-0.3963, -2.1096, 1.4429], [-1.6048, -1.4438, 2.5836]]}